Entry 1:
An isolated molecule of C27H28N2O4. Source: the Open Molecules 2025 dataset; level of theory: ωB97M-V/def2-TZVPD.

Max |F|: 0.61 eV Å⁻¹
ΔE to the lowest compared entry with this formula, charge and spin: 0.0 kcal per mole
HOMO-LUMO gap: 0.327 hartree
Highest occupied orbital energy: -0.31513 Ha

Structure (ORCA input):
```
! wB97M-V def2-TZVPD RIJCOSX def2/J DEFGRID3
* xyz 0 1
C -0.11728 -1.92064 -4.46373
C 1.06274 -1.91676 -3.49945
H 1.99168 -2.08548 -4.04797
H 0.93997 -2.72484 -2.77813
C 1.16980 -0.58176 -2.74674
C 2.44350 -0.45832 -1.94275
C 3.21279 0.69428 -2.03581
C 4.35942 0.83982 -1.27488
C 4.74534 -0.16274 -0.40252
C 3.98066 -1.31205 -0.29914
C 2.83790 -1.46095 -1.06478
H 2.24037 -2.35315 -0.96589
H 4.27277 -2.09622 0.38371
H 5.63661 -0.04760 0.19588
H 4.94990 1.74009 -1.36253
H 2.91551 1.48602 -2.70973
C 0.00997 -0.46183 -1.76403
O -0.11051 -1.21211 -0.81383
N -0.84292 0.55913 -2.03173
C -2.01938 0.94425 -1.35469
C -3.08987 1.35631 -2.14700
C -4.26484 1.80869 -1.58819
C -4.38674 1.85497 -0.20123
C -3.32532 1.45431 0.59976
C -2.13191 1.00514 0.04454
N -1.05890 0.65746 0.86321
C -0.67712 1.32528 1.98455
O -1.23655 2.30604 2.41823
C 0.57540 0.72444 2.63044
C 0.26778 -0.69888 3.02789
C -0.52112 -0.91186 4.15484
C -0.86020 -2.19135 4.55179
C -0.41377 -3.28320 3.82595
C 0.36816 -3.08167 2.70311
C 0.70548 -1.79963 2.30271
H 1.31347 -1.67033 1.42177
H 0.71807 -3.92760 2.12955
H -0.67534 -4.28467 4.13468
H -1.47322 -2.33752 5.42907
H -0.87288 -0.06088 4.72058
C 1.79119 0.88960 1.71082
C 2.13090 2.35926 1.49393
H 2.98419 2.45196 0.82552
H 2.37567 2.84046 2.43796
H 1.28699 2.88712 1.05517
H 1.60774 0.42473 0.74097
H 2.64559 0.38169 2.16436
H 0.75160 1.30995 3.53961
H -0.52733 -0.16163 0.56860
H -3.42389 1.51639 1.67141
C -5.63266 2.31330 0.45046
O -5.86154 2.24558 1.63073
O -6.52661 2.82261 -0.41662
H -7.31829 3.10530 0.06689
H -5.08493 2.12262 -2.21292
H -2.98671 1.32085 -3.22289
H -0.74488 0.99830 -2.93741
H 1.13211 0.23674 -3.47327
H -0.02373 -1.11981 -5.19563
H -1.05476 -1.79393 -3.92529
H -0.16006 -2.86529 -4.99990
*
```

***

Entry 2:
A structure of composition C27H28N4O4PPdTe at a distorted geometry. Source: the Open Molecules 2025 dataset; level of theory: ωB97M-V/def2-TZVPD.

Max |F|: 1.22 eV Å⁻¹
ΔE to the lowest compared entry with this formula, charge and spin: 0.0 kcal per mole
HOMO-LUMO gap (alpha / beta): 0.250 / 0.188 hartree
<S²>: 6.046
Highest occupied orbital energy (alpha / beta): -0.34082 / -0.39508 Ha

Structure (ORCA input):
```
! wB97M-V def2-TZVPD RIJCOSX def2/J DEFGRID3
* xyz 1 5
Pd 0.49205 -0.87118 -0.27020
O 2.97619 -3.05015 -2.84320
C 2.14281 -2.62293 -2.05076
N 2.10531 -1.45038 -1.44117
C 3.08123 -0.40930 -1.68051
C 3.11935 0.32828 -0.38150
C 4.04335 0.08853 0.58199
C 3.87191 0.49747 1.92258
C 2.65513 1.12352 2.25959
C 1.73095 1.39918 1.30368
N 1.92018 1.07791 -0.07799
C 0.93386 -3.48292 -1.70101
C 0.82105 -4.76157 -2.21698
C -0.31123 -5.50276 -1.92716
C -1.30692 -4.94353 -1.13681
C -1.12542 -3.66005 -0.65880
N -0.02696 -2.95148 -0.93387
H 2.76400 0.23751 -2.50654
H 4.06134 -0.82079 -1.92068
H 4.90696 -0.50245 0.30267
H 4.63254 0.31402 2.66631
H 2.43795 1.40871 3.28180
H 0.81163 1.91852 1.50933
H 1.62480 -5.13114 -2.83846
H -0.42404 -6.50568 -2.31817
H -2.20974 -5.48806 -0.89840
H -1.87769 -3.16881 -0.05190
C -2.49643 -0.05130 -2.94522
C -2.79233 1.25374 -2.58994
C -1.77455 2.07538 -2.14051
C -0.48593 1.56477 -2.03172
N -0.21834 0.27838 -2.29143
C -1.20146 -0.49518 -2.76200
C 0.65393 2.49540 -1.75481
C 0.63360 3.70805 -2.45657
C 1.62755 4.65994 -2.31919
C 2.68798 4.42538 -1.45676
C 2.73267 3.23376 -0.75883
C 1.73981 2.27287 -0.90881
H -3.25200 -0.71839 -3.33554
H -3.80220 1.63343 -2.67752
H -1.96966 3.10694 -1.88150
H -0.92324 -1.51581 -2.99445
H -0.17494 3.88679 -3.15291
H 1.57754 5.57659 -2.89139
H 3.47474 5.15750 -1.33359
H 3.55315 3.02540 -0.08121
C -3.97320 -2.14860 4.22519
C -2.55636 -1.76995 3.88651
O -2.53276 -1.30367 2.50553
P -1.34168 -0.46617 1.91721
O -1.60942 -0.14015 0.49013
Te 0.77701 -1.65090 2.27453
O -1.12028 0.78129 2.84514
C -2.16988 1.82014 2.86526
C -1.68931 3.04906 2.13897
H -3.99951 -2.61066 5.21217
H -4.36055 -2.86215 3.49898
H -4.62086 -1.27297 4.23486
H -1.88293 -2.62372 3.96468
H -2.18557 -0.97075 4.52975
H -2.36357 2.01070 3.91718
H -3.07608 1.42083 2.40995
H -0.77575 3.43835 2.58913
H -2.45263 3.82609 2.19982
H -1.50714 2.82911 1.08506
*
```